{"formula": "C27H57Br3FIN2O5", "method": "wB97M-V/def2-TZVPD", "homo_ev": -9.12, "homo_lumo_gap_ha": 0.338, "e_lumo_ev": 0.072, "multiplicity": 1, "species": ["C", "C", "Br", "C", "Br", "C", "C", "C", "C", "C", "N", "N", "C", "O", "C", "I", "C", "F", "Br", "H", "H", "H", "H", "H", "H", "H", "H", "H", "H", "H", "H", "H", "H", "H", "H", "H", "C", "C", "O", "C", "C", "H", "H", "H", "H", "H", "H", "H", "H", "H", "H", "C", "C", "O", "C", "C", "H", "H", "H", "H", "H", "H", "H", "H", "H", "H", "C", "C", "O", "C", "C", "H", "H", "H", "H", "H", "H", "H", "H", "H", "H", "C", "C", "O", "C", "C", "H", "H", "H", "H", "H", "H", "H", "H", "H", "H"], "xyz": [[2.954, 0.293, 1.137], [1.778, 0.685, 0.122], [2.212, 2.558, -0.509], [1.693, -0.209, -1.212], [3.524, -0.956, -1.619], [0.554, -1.367, -1.162], [-0.365, -0.940, -2.439], [-1.232, 0.386, -2.174], [-2.799, 0.131, -1.938], [-3.281, 1.171, -0.793], [-3.416, 0.501, 0.556], [-0.309, -1.446, 0.066], [-1.002, -2.725, 0.168], [-1.899, -3.100, 0.968], [-0.331, -3.652, -0.989], [-0.287, -5.776, -0.415], [1.104, -2.897, -1.193], [1.562, -3.418, -2.440], [2.077, -3.529, 0.456], [2.772, 0.879, 2.117], [3.038, -0.821, 1.356], [3.935, 0.734, 0.719], [0.801, 0.790, 0.695], [1.498, 0.524, -2.078], [-1.083, -1.763, -2.765], [0.311, -0.734, -3.353], [-0.807, 0.917, -1.236], [-1.039, 1.121, -3.042], [-2.952, -0.956, -1.636], [-3.345, 0.403, -2.916], [-2.566, 2.050, -0.649], [-4.291, 1.632, -1.110], [-2.951, 1.139, 1.235], [-4.419, 0.586, 0.819], [-0.820, -0.595, 0.329], [-0.977, -3.712, -1.937], [5.949, 2.965, 5.567], [5.583, 2.830, 4.098], [4.186, 2.913, 3.851], [3.548, 4.123, 4.237], [4.106, 5.352, 3.540], [5.440, 2.197, 6.159], [7.028, 2.858, 5.702], [5.656, 3.935, 5.972], [5.903, 1.846, 3.745], [6.120, 3.565, 3.490], [3.582, 4.237, 5.326], [2.492, 4.016, 3.972], [5.160, 5.513, 3.776], [3.555, 6.245, 3.846], [4.026, 5.245, 2.455], [-6.057, -2.968, -5.228], [-4.643, -3.160, -4.708], [-4.424, -2.575, -3.430], [-5.233, -3.062, -2.366], [-5.066, -4.549, -2.109], [-6.304, -1.903, -5.281], [-6.159, -3.404, -6.225], [-6.797, -3.441, -4.580], [-3.947, -2.673, -5.397], [-4.369, -4.219, -4.691], [-6.283, -2.807, -2.543], [-4.930, -2.513, -1.469], [-5.361, -5.150, -2.971], [-5.679, -4.859, -1.259], [-4.020, -4.784, -1.889], [-3.414, -3.292, -9.735], [-3.990, -1.888, -9.649], [-3.825, -1.284, -8.373], [-2.486, -1.116, -7.922], [-1.642, -0.248, -8.839], [-3.869, -3.939, -8.979], [-3.601, -3.720, -10.724], [-2.336, -3.301, -9.566], [-5.066, -1.938, -9.832], [-3.574, -1.243, -10.430], [-2.017, -2.093, -7.761], [-2.545, -0.639, -6.939], [-1.542, -0.681, -9.835], [-0.639, -0.123, -8.425], [-2.098, 0.739, -8.956], [4.132, 1.273, 8.945], [5.082, 2.335, 9.473], [4.548, 3.651, 9.418], [3.356, 3.880, 10.157], [3.506, 3.619, 11.646], [3.849, 1.493, 7.911], [4.606, 0.288, 8.978], [3.213, 1.220, 9.530], [5.984, 2.338, 8.856], [5.407, 2.101, 10.492], [2.532, 3.294, 9.736], [3.093, 4.931, 10.007], [3.762, 2.579, 11.856], [2.573, 3.847, 12.168], [4.302, 4.242, 12.064]], "atomic_forces_ev_per_a": [[-0.0285, 1.3441, 0.4052], [0.9906, -0.4957, 0.3774], [-0.3991, -0.7320, 0.3696], [-0.2978, 0.8279, 0.9955], [-1.1324, 0.4892, -0.1072], [0.1817, 0.3809, -1.1507], [0.0212, -0.3740, -1.0864], [0.7432, 0.1017, 0.3857], [0.8001, 1.4998, -0.0213], [-0.7758, 0.0200, -0.4812], [-0.4033, 1.5684, 0.0041], [-0.6313, -1.3883, -0.4689], [-1.2465, -0.8290, 0.6714], [3.5301, 2.0145, -3.0111], [-0.3100, 0.6153, 0.7695], [-0.2079, 0.9998, -0.3995], [-3.4373, -1.9663, -0.9499], [0.1227, 1.5310, 2.2757], [0.3562, 1.0967, -1.4071], [0.2256, -1.0448, -1.4765], [-0.2373, 1.4836, -0.4680], [-1.5036, -1.0897, 0.6372], [1.2058, -0.2600, -1.0730], [0.2307, -1.5449, 1.4060], [0.9610, 0.9499, 0.5677], [-0.8672, -0.5854, 1.5470], [-0.5939, -0.7255, -1.4307], [-0.4583, -1.1446, 1.3778], [-0.1547, 1.5384, -0.3496], [0.7242, -0.8460, 1.5487], [-0.7785, -1.2285, -0.6916], [1.5150, -0.7131, 0.4483], [-0.4508, -0.7852, -0.5126], [1.0023, -0.4614, -0.1425], [0.0804, -0.7699, -0.0322], [1.1484, 0.5528, 1.4445], [-0.0902, 0.0547, 0.1229], [0.0199, 0.0177, 0.0969], [-0.1306, -0.1832, -0.1029], [0.0550, 0.0610, 0.0034], [0.1184, 0.0160, -0.1000], [0.0823, 0.0499, -0.0846], [-0.0815, -0.0210, -0.0329], [0.0835, 0.0000, 0.0026], [-0.2298, 0.0424, -0.0739], [0.0226, 0.0650, 0.0495], [0.0634, 0.0629, 0.0097], [0.1444, -0.2013, -0.0361], [-0.0611, 0.0511, 0.0729], [0.0152, -0.0688, -0.0142], [-0.0425, 0.0010, 0.0842], [-0.1312, 0.0695, 0.0734], [-0.0962, -0.0088, -0.0571], [0.2163, 0.1671, 0.0580], [-0.0190, -0.0963, 0.0200], [0.0747, -0.0862, -0.0974], [0.0734, -0.1151, -0.0559], [0.0510, 0.0714, 0.0641], [0.0239, -0.0783, -0.0526], [0.0249, 0.0765, 0.1982], [-0.0791, -0.0534, 0.0123], [-0.0263, -0.0713, -0.0316], [0.1033, 0.0648, -0.1922], [-0.0833, 0.0178, 0.0541], [0.0668, 0.0443, -0.0329], [-0.0795, 0.0307, 0.0560], [0.0806, -0.0783, 0.1089], [0.0646, -0.0878, 0.0042], [-0.1400, 0.0566, 0.1627], [0.0142, 0.0114, -0.0907], [-0.0200, 0.0524, -0.1307], [0.0050, 0.0690, -0.1080], [-0.0173, 0.0411, 0.0842], [-0.0053, 0.0056, -0.0938], [0.0493, 0.1338, 0.1977], [0.0745, -0.0360, -0.0263], [0.0636, -0.0042, -0.0683], [-0.2273, -0.0708, -0.0970], [0.0789, -0.0322, 0.0629], [-0.0704, -0.0085, -0.0057], [0.0394, -0.0699, 0.0545], [-0.1372, 0.0139, -0.0485], [-0.0987, -0.0590, -0.0256], [0.0894, 0.1489, -0.1159], [0.0202, -0.0451, 0.0526], [0.1072, -0.0627, 0.0788], [0.0661, -0.0375, 0.0979], [-0.0116, 0.0896, -0.0202], [0.0534, -0.0666, 0.0397], [-0.0817, 0.2313, 0.0259], [-0.0553, -0.0561, 0.0337], [-0.0113, -0.0607, 0.0650], [0.1911, -0.0935, -0.1340], [-0.1038, 0.0128, 0.0008], [0.0549, 0.0037, -0.0469], [-0.0858, -0.0109, -0.0432]], "lowdin_charge": [-0.21, -0.69, 0.62, -0.59, 0.71, -0.38, -0.12, -0.19, -0.17, -0.27, -0.03, 0.10, -0.44, 0.01, -0.62, 0.79, -0.70, -0.07, 0.70, 0.09, 0.04, 0.06, 0.08, 0.06, 0.11, 0.13, 0.09, 0.13, 0.10, 0.12, 0.11, 0.11, 0.06, 0.07, 0.12, 0.08, -0.08, -0.28, -0.17, -0.28, -0.08, 0.07, 0.08, 0.07, 0.12, 0.11, 0.11, 0.12, 0.07, 0.08, 0.08, -0.07, -0.27, -0.18, -0.28, -0.07, 0.08, 0.08, 0.06, 0.11, 0.11, 0.11, 0.11, 0.07, 0.08, 0.08, -0.08, -0.28, -0.17, -0.29, -0.08, 0.08, 0.08, 0.07, 0.12, 0.11, 0.11, 0.11, 0.07, 0.08, 0.08, -0.08, -0.28, -0.17, -0.28, -0.08, 0.07, 0.08, 0.07, 0.11, 0.11, 0.11, 0.12, 0.06, 0.08, 0.08]}



{"formula": "C28H45Cl2MoN2P", "method": "wB97M-V/def2-TZVPD", "homo_ev": [-6.69, -6.89], "homo_lumo_gap_ha": [0.258, 0.249], "e_lumo_ev": [0.342, -0.124], "multiplicity": 3, "s_squared": 2.1849, "species": ["P", "C", "C", "C", "C", "C", "C", "C", "C", "C", "C", "C", "C", "C", "C", "C", "C", "C", "C", "H", "H", "H", "H", "H", "H", "H", "H", "H", "H", "H", "H", "H", "H", "H", "H", "H", "H", "H", "H", "H", "H", "H", "H", "H", "H", "H", "H", "H", "H", "H", "H", "H", "Mo", "Cl", "Cl", "C", "H", "C", "C", "C", "C", "C", "C", "H", "H", "H", "H", "H", "C", "N", "C", "C", "N", "H", "H", "H", "H", "H", "H"], "xyz": [[0.767, 0.818, -0.149], [0.587, 1.741, 1.468], [1.467, 2.990, 1.530], [1.420, 3.581, 2.940], [-0.014, 3.823, 3.431], [-0.936, 2.608, 3.248], [-0.869, 2.042, 1.825], [-0.253, 1.583, -1.510], [0.111, 3.052, -1.706], [-0.563, 3.571, -2.978], [-2.078, 3.320, -2.983], [-2.459, 1.873, -2.635], [-1.766, 1.393, -1.356], [2.558, 0.877, -0.661], [3.453, 0.235, 0.409], [4.928, 0.338, 0.012], [5.199, -0.242, -1.381], [4.246, 0.314, -2.445], [2.772, 0.226, -2.034], [0.960, 0.984, 2.186], [1.102, 3.718, 0.790], [2.507, 2.756, 1.261], [1.993, 4.514, 2.947], [1.922, 2.881, 3.622], [0.014, 4.107, 4.489], [-0.437, 4.675, 2.882], [-0.640, 1.821, 3.955], [-1.970, 2.885, 3.481], [-1.496, 1.140, 1.738], [-1.273, 2.785, 1.119], [0.057, 0.990, -2.390], [-0.109, 3.060, -3.838], [1.202, 3.184, -1.772], [-0.235, 3.623, -0.830], [-0.347, 4.640, -3.075], [-2.482, 3.581, -3.967], [-2.550, 3.995, -2.255], [-3.547, 1.785, -2.524], [-2.163, 1.212, -3.462], [-2.021, 0.341, -1.158], [-2.138, 1.963, -0.493], [2.787, 1.962, -0.738], [3.305, 0.700, 1.396], [3.173, -0.820, 0.542], [5.215, 1.397, 0.022], [5.545, -0.172, 0.761], [5.098, -1.335, -1.342], [6.234, -0.027, -1.671], [4.391, -0.211, -3.395], [4.485, 1.371, -2.618], [2.154, 0.713, -2.802], [2.442, -0.823, -2.005], [-0.064, -1.966, 0.302], [0.025, -1.934, -2.041], [1.289, -1.712, 2.182], [-1.712, -1.427, 1.125], [-1.656, -1.019, 2.151], [-3.084, -1.506, 0.634], [-3.382, -1.795, -0.721], [-4.706, -1.878, -1.137], [-5.760, -1.706, -0.226], [-5.468, -1.435, 1.122], [-4.155, -1.322, 1.553], [-2.566, -1.963, -1.434], [-4.936, -2.087, -2.190], [-6.278, -1.312, 1.845], [-3.911, -1.116, 2.597], [-6.792, -1.785, -0.552], [1.094, -6.633, 1.721], [0.083, -6.222, 0.722], [-0.762, -7.237, 0.055], [-0.071, -5.002, 0.408], [-0.058, -3.812, 0.423], [0.995, -7.715, 1.831], [0.913, -6.138, 2.691], [2.113, -6.381, 1.379], [-1.825, -7.006, 0.228], [-0.574, -7.228, -1.029], [-0.502, -8.202, 0.486]], "atomic_forces_ev_per_a": [[-1.0931, -2.2201, 0.4862], [0.5866, -0.3859, -0.8085], [-0.1900, 0.0736, 0.2047], [0.0186, -0.0365, -0.0413], [-0.0028, 0.0945, -0.0980], [0.1336, -0.0136, -0.0378], [-0.0554, 0.1637, 0.0136], [0.8050, -0.1474, 0.5553], [-0.2423, 0.0046, -0.3105], [0.0398, 0.0225, 0.0532], [-0.0205, 0.0693, 0.0915], [0.1294, 0.0494, -0.0333], [-0.0681, -0.1423, 0.0802], [-0.5759, 0.8597, 0.1350], [0.0432, -0.1217, 0.0258], [-0.0951, 0.1094, -0.1162], [-0.0914, -0.0741, 0.0256], [-0.0264, 0.1252, 0.1350], [0.0212, -0.1204, -0.0419], [-0.0568, 0.3006, -0.1586], [0.1092, -0.0487, 0.2378], [-0.2537, 0.0696, 0.0891], [-0.0759, -0.0497, 0.1859], [-0.0338, 0.0905, -0.0591], [-0.0577, 0.0330, -0.1244], [0.0273, -0.0816, 0.0395], [-0.0466, 0.0482, -0.0708], [0.1232, -0.0330, 0.0566], [0.2450, 0.2829, -0.0160], [0.1089, -0.1042, 0.2258], [-0.0726, 0.2332, 0.2144], [-0.0348, 0.0867, 0.0621], [-0.2517, 0.0108, -0.0048], [0.0369, -0.0644, -0.2380], [-0.1127, -0.0564, -0.1807], [-0.0044, 0.0243, 0.1368], [0.0425, -0.0623, -0.0593], [0.1645, 0.0211, -0.0643], [-0.0482, 0.0496, 0.1024], [0.2095, 0.3279, -0.1006], [0.0512, -0.0643, -0.2558], [0.2503, -0.4376, -0.0471], [-0.0260, -0.0958, -0.2700], [0.0561, 0.2710, -0.1395], [0.0501, -0.0550, -0.0002], [-0.0331, 0.0839, -0.0966], [-0.0207, 0.0911, 0.0084], [-0.0814, -0.0922, 0.0161], [0.0294, 0.0803, 0.0815], [0.0439, -0.0564, -0.0345], [0.1412, -0.0858, 0.1979], [0.1381, 0.2585, 0.0688], [0.6092, 5.8393, -0.3441], [-0.3879, -0.2369, -0.8288], [0.2382, -0.1629, 0.9277], [0.0197, -0.0796, 0.1367], [0.0816, -0.1747, -0.2842], [-0.4488, -0.1318, 0.0551], [-0.1643, -0.0207, 0.4106], [-0.3755, -0.0286, 0.0007], [0.5852, 0.0716, 0.3115], [-0.2776, -0.0272, -0.2338], [0.5203, -0.1570, -0.7865], [-0.3373, 0.1329, 0.3082], [0.1302, 0.0773, 0.4597], [0.1847, -0.0281, -0.2689], [-0.1372, -0.0205, -0.2573], [0.1302, 0.0143, 0.0083], [0.0857, 0.2705, 0.0991], [0.0927, -2.4588, 0.2014], [-0.0232, 0.3663, -0.1998], [0.0908, 4.0775, 0.3461], [-0.4411, -6.1912, -0.1447], [0.1557, 0.2271, 0.0983], [0.0158, -0.1992, -0.4444], [-0.4538, -0.1248, 0.0905], [0.3831, -0.1946, 0.0060], [-0.0283, -0.1483, 0.3940], [-0.1816, 0.0226, -0.1828]], "lowdin_spin": [-0.02, 0.00, 0.00, 0.00, 0.00, 0.00, 0.00, 0.00, 0.00, 0.00, 0.00, 0.00, 0.00, 0.00, 0.00, 0.00, 0.00, 0.00, 0.00, 0.00, 0.00, 0.00, 0.00, 0.00, 0.00, 0.00, 0.00, 0.00, 0.00, 0.00, 0.00, 0.00, 0.00, 0.00, 0.00, 0.00, 0.00, 0.00, 0.00, 0.00, 0.00, 0.00, 0.00, 0.00, 0.00, 0.00, 0.00, 0.00, 0.00, 0.00, 0.00, 0.00, 1.79, 0.08, 0.11, -0.16, 0.01, 0.00, -0.03, 0.01, -0.04, 0.01, -0.04, 0.00, 0.00, 0.00, 0.00, 0.00, 0.02, 0.05, 0.01, 0.18, 0.02, 0.00, 0.00, 0.00, 0.00, 0.00, 0.00]}



{"formula": "C3H6ClN", "method": "wB97M-V/def2-TZVPD", "homo_ev": -9.59, "homo_lumo_gap_ha": 0.390, "e_lumo_ev": 1.030, "relative_energy_kj_mol": 104.68, "multiplicity": 1, "smiles": "C/C=N/CCl", "species": ["C", "C", "N", "C", "Cl", "H", "H", "H", "H", "H", "H"], "xyz": [[-0.363, -1.864, 0.035], [-0.084, -0.450, -0.331], [0.147, 0.298, 0.637], [0.475, 1.996, 0.417], [0.737, 2.410, -1.310], [-0.399, -1.910, 1.096], [0.257, -2.718, -0.248], [-1.371, -2.181, -0.358], [-0.220, -0.301, -1.422], [1.349, 2.310, 0.916], [-0.529, 2.411, 0.569]], "atomic_forces_ev_per_a": [[-1.7722, -1.5028, -0.2061], [-0.1658, -1.2275, -1.3481], [1.6408, 4.6309, 0.5710], [-2.9113, -3.9732, -2.3266], [0.2121, -0.1557, 0.0039], [-0.2077, -0.1022, 0.9990], [0.6321, 0.6901, -0.5787], [0.7274, 0.5016, 0.3459], [0.5427, 0.9984, 0.5148], [0.4598, 0.0139, 1.1017], [0.8422, 0.1266, 0.9232]], "lowdin_charge": [-0.11, -0.33, 0.03, -0.47, 0.48, 0.05, 0.07, 0.09, 0.10, 0.03, 0.05]}



Number 1: E -9668.09299 Eh. Number 2: E -2533.39113 Eh. Number 3: E -632.78683 Eh.